{
  "formula": "C25H30N2O5",
  "method": "ωB97M-V/def2-TZVPD",
  "e_homo_ev": -8.369,
  "lumo_ev": 0.40,
  "smiles": "COC(=O)c1ccc(CN2CCC(Oc3cccc(C(=O)N4CCOCC4)c3)CC2)cc1",
  "e_above_lowest_ev": 2.4285,
  "symbols": ["C", "H", "H", "H", "O", "C", "O", "C", "C", "C", "C", "C", "C", "H", "H", "C", "N", "C", "C", "C", "C", "C", "H", "H", "H", "H", "O", "C", "C", "C", "C", "C", "C", "H", "C", "O", "N", "C", "H", "C", "H", "O", "C", "H", "C", "H", "H", "H", "H", "H", "H", "H", "H", "H", "H", "H", "H", "H", "H", "H", "H", "H"],
  "xyz": [[-2.559, -2.702, 2.831], [-3.073, -3.559, 2.392], [-2.402, -2.848, 3.897], [-3.139, -1.795, 2.649], [-1.267, -2.553, 2.254], [-1.199, -2.649, 0.927], [-2.139, -2.920, 0.216], [0.171, -2.401, 0.410], [1.281, -2.361, 1.248], [2.540, -2.158, 0.715], [2.719, -1.966, -0.652], [1.602, -2.010, -1.482], [0.344, -2.234, -0.962], [-0.524, -2.291, -1.602], [1.727, -1.882, -2.548], [4.089, -1.700, -1.233], [4.563, -0.328, -1.191], [5.028, 0.179, 0.091], [4.261, 1.411, 0.583], [2.769, 1.274, 0.281], [2.554, 1.191, -1.240], [3.815, 0.645, -1.945], [4.498, 1.475, -2.151], [3.537, 0.202, -2.904], [2.344, 2.195, -1.614], [1.693, 0.562, -1.465], [2.149, 2.422, 0.841], [0.805, 2.473, 1.020], [0.334, 3.670, 1.570], [-1.011, 3.850, 1.810], [-1.915, 2.848, 1.497], [-1.459, 1.664, 0.936], [-0.100, 1.465, 0.707], [0.227, 0.521, 0.299], [-2.471, 0.602, 0.640], [-3.145, 0.109, 1.530], [-2.609, 0.236, -0.654], [-2.005, 0.890, -1.791], [-1.279, 1.634, -1.467], [-3.105, 1.564, -2.625], [-2.689, 1.981, -3.544], [-4.091, 0.643, -3.019], [-4.690, 0.030, -1.895], [-5.427, -0.671, -2.288], [-3.652, -0.696, -1.040], [-4.103, -1.097, -0.133], [-3.204, -1.517, -1.606], [-5.200, 0.792, -1.285], [-3.558, 2.374, -2.031], [-1.504, 0.132, -2.405], [-2.970, 2.975, 1.686], [-1.359, 4.775, 2.243], [1.054, 4.437, 1.805], [2.386, 0.370, 0.774], [4.625, 2.315, 0.095], [4.402, 1.533, 1.657], [6.090, 0.445, -0.011], [4.960, -0.612, 0.840], [4.090, -1.998, -2.287], [4.832, -2.311, -0.713], [3.397, -2.162, 1.373], [1.150, -2.502, 2.309]],
  "atomic_forces_ev_per_a": [[-0.556, -0.043, 0.046], [0.051, 0.049, 0.101], [0.029, -0.008, -0.047], [0.063, -0.143, 0.038], [0.418, 0.076, -0.066], [-0.260, -0.127, -0.086], [0.077, 0.045, 0.116], [0.260, 0.065, -0.103], [-0.163, -0.001, -0.009], [0.042, -0.081, -0.097], [-0.034, -0.094, 0.003], [0.093, -0.074, 0.095], [-0.176, -0.024, 0.164], [-0.092, -0.011, -0.062], [0.022, 0.019, -0.118], [0.137, 0.080, -0.078], [-0.077, -0.198, 0.022], [0.317, 0.163, 0.034], [-0.369, -0.173, 0.018], [0.266, -0.205, -0.149], [0.003, -0.099, 0.084], [-0.126, 0.140, -0.075], [-0.102, 0.020, -0.120], [0.062, 0.065, -0.061], [-0.031, 0.046, 0.022], [-0.005, 0.107, -0.022], [-0.047, 0.185, 0.176], [-0.179, 0.183, 0.043], [0.138, -0.109, -0.056], [0.081, -0.019, -0.040], [-0.118, -0.212, -0.107], [0.053, 0.292, 0.339], [0.190, -0.071, 0.005], [0.097, -0.094, -0.105], [0.105, 0.018, -0.051], [-0.124, 0.071, 0.271], [0.008, -0.182, -0.150], [-0.129, 0.412, -0.394], [-0.048, -0.095, -0.096], [0.386, 0.043, 0.093], [0.016, 0.036, 0.087], [-0.057, -0.057, -0.172], [0.079, -0.198, 0.242], [0.004, 0.025, 0.096], [-0.447, -0.092, -0.049], [0.050, -0.022, -0.145], [-0.041, 0.030, 0.034], [0.007, -0.064, -0.038], [0.053, -0.038, -0.046], [0.039, 0.073, 0.016], [-0.107, -0.004, 0.036], [-0.019, 0.087, 0.035], [0.087, 0.092, 0.028], [0.021, 0.192, -0.055], [0.028, 0.066, 0.001], [0.033, 0.049, -0.001], [-0.065, -0.034, 0.211], [0.030, 0.008, -0.004], [0.000, -0.107, 0.081], [-0.055, -0.048, -0.080], [0.090, -0.003, 0.057], [-0.007, -0.006, 0.086]],
  "nbo_charge": [-0.273, 0.193, 0.190, 0.231, -0.501, 0.790, -0.608, -0.172, -0.157, -0.234, -0.024, -0.171, -0.189, 0.234, 0.205, -0.233, -0.450, -0.214, -0.419, 0.088, -0.464, -0.216, 0.195, 0.203, 0.223, 0.213, -0.515, 0.396, -0.265, -0.191, -0.215, -0.101, -0.334, 0.230, 0.677, -0.642, -0.429, -0.248, 0.233, -0.076, 0.196, -0.523, -0.080, 0.199, -0.258, 0.256, 0.210, 0.164, 0.163, 0.195, 0.222, 0.216, 0.221, 0.190, 0.205, 0.224, 0.193, 0.190, 0.202, 0.207, 0.214, 0.235]
}